(1)
38
Properties=species:S:1:pos:R:3:mulliken_charge:R:1 method="wB97M-V/def2-TZVPD" total_charge=-2 homo_lumo_gap_ha="0.205 / 0.207" lumo_ev="5.15 / 5.14"
C 1.933 1.552 -0.208 0.463
C 1.229 2.161 0.861 0.870
C 0.023 2.712 0.340 -0.075
C 1.666 2.209 2.288 -1.120
C -0.030 2.387 -1.049 1.020
C 1.123 1.671 -1.375 0.737
C 1.465 1.190 -2.734 -1.692
C 3.282 0.950 -0.167 -1.524
C -0.971 3.448 1.166 -1.358
C -1.154 2.790 -1.924 -1.912
Pb -0.655 -1.512 3.056 0.649
Cl -0.428 0.031 5.073 -0.613
Cl 1.789 -1.399 2.108 -0.557
Cl -1.582 0.132 1.299 -0.429
H 2.564 1.570 2.458 0.304
H 0.855 1.830 2.956 0.047
H 1.901 3.255 2.594 0.268
H -1.135 2.957 2.136 0.315
H -1.923 3.479 0.632 0.345
H -0.633 4.482 1.334 0.338
H -2.115 2.628 -1.438 0.326
H -1.129 2.217 -2.832 0.403
H -1.079 3.843 -2.180 0.332
H 0.570 0.869 -3.264 0.257
H 2.136 0.344 -2.680 0.367
H 1.944 1.974 -3.320 0.326
H 3.423 0.419 0.780 0.303
H 4.070 1.721 -0.272 0.219
H 3.411 0.217 -0.983 0.301
O 0.305 -1.111 -1.358 -0.728
H 0.899 -1.848 -1.111 0.006
F -1.528 -0.754 -3.113 -0.187
C -2.178 -0.917 -1.970 0.297
F -3.127 0.003 -1.808 -0.232
C -2.625 -2.345 -1.641 0.682
F -3.684 -2.646 -2.449 -0.306
F -1.635 -3.211 -1.876 -0.204
F -3.041 -2.408 -0.368 -0.237

=====

(2)
9
Properties=species:S:1:pos:R:3:mulliken_charge:R:1 method="wB97M-V/def2-TZVPD" total_charge=0 s2=2.013 homo_lumo_gap_ha="0.257 / 0.331" multiplicity=3 lumo_ev="0.54 / -1.04"
C -1.273 -0.227 0.020 -0.735
N 1.135 0.681 0.024 0.215
N 0.613 -0.487 -0.035 0.376
O 2.325 1.031 0.101 -0.496
O 1.087 -1.626 -0.065 -0.559
H -1.370 0.277 0.873 0.344
H -1.646 -1.322 0.041 0.243
H -1.418 0.171 -0.879 0.373
H 0.546 1.501 -0.081 0.239

=====

(3)
11
Properties=species:S:1:pos:R:3:mulliken_charge:R:1 method="wB97M-V/def2-TZVPD" total_charge=0 homo_lumo_gap_ha=0.323 smiles="OCC(=S)C(Cl)Cl" lumo_ev=-1.01
O -0.554 1.658 2.182 -0.442
C 0.179 0.716 1.495 -0.318
C -0.456 0.470 0.090 0.168
S -1.467 1.538 -0.578 -0.303
C 0.021 -0.739 -0.715 -0.056
Cl 0.118 -2.278 0.265 -0.158
Cl 1.622 -0.227 -1.258 -0.123
H -0.855 2.241 1.496 0.268
H 1.277 0.893 1.466 0.265
H -0.016 -0.201 2.100 0.301
H -0.547 -0.894 -1.600 0.397

=====

(4)
17
Properties=species:S:1:pos:R:3:mulliken_charge:R:1 method="wB97M-V/def2-TZVPD" total_charge=0 homo_lumo_gap_ha=0.388 lumo_ev=-0.22
O 3.215 -0.647 0.667 -0.494
C 2.109 -0.592 0.240 0.400
O 1.433 -1.718 -0.143 -0.483
C 1.395 0.744 0.146 -0.715
C -0.116 0.797 0.089 0.133
O -0.671 0.201 1.286 -0.316
S -2.173 -0.298 1.032 1.059
O -2.201 -1.718 1.041 -0.522
O -3.067 0.473 1.813 -0.539
O -2.235 0.189 -0.493 -0.296
C -0.882 0.068 -0.997 -0.482
I -0.703 0.931 -2.902 0.133
H 1.501 -1.828 -1.104 0.350
H 1.814 1.269 -0.713 0.392
H 1.695 1.285 1.043 0.344
H -0.455 1.835 0.051 0.511
H -0.659 -0.991 -1.057 0.522

=====

(5)
12
Properties=species:S:1:pos:R:3:mulliken_charge:R:1 method="wB97M-V/def2-TZVPD" total_charge=0 homo_lumo_gap_ha="0.266 / 0.272" lumo_ev="0.88 / 0.88"
O -0.783 -0.869 1.028 -0.436
C -0.823 0.287 1.583 0.095
O -0.061 1.206 1.119 -0.256
C 0.814 0.995 0.117 -0.469
C -0.467 -0.752 -0.672 -0.476
C 0.927 -0.242 -0.695 -0.103
H -1.551 0.649 2.305 0.381
H 1.068 1.935 -0.345 0.294
H -0.602 -1.830 -0.814 0.252
H -1.213 -0.191 -1.244 0.270
H 1.613 -1.014 -0.324 0.177
H 1.302 0.084 -1.677 0.271

=====

(6)
10
Properties=species:S:1:pos:R:3:mulliken_charge:R:1 method="wB97M-V/def2-TZVPD" total_charge=-1 homo_lumo_gap_ha=0.270 smiles="O=PCCO[O-]" lumo_ev=4.33
O -0.398 3.381 0.030 -0.551
P -0.214 2.248 1.019 0.265
C 0.255 0.793 -0.041 -0.693
C -0.706 -0.391 0.192 -0.389
O -2.040 -0.097 0.183 -0.177
O -2.386 0.944 1.005 -0.660
H 1.324 0.639 0.046 0.406
H 0.292 1.080 -1.193 0.269
H -0.325 -1.137 -0.539 0.237
H -0.574 -0.766 1.199 0.293

=====

(7)
17
Properties=species:S:1:pos:R:3:mulliken_charge:R:1 method="wB97M-V/def2-TZVPD" total_charge=0 homo_lumo_gap_ha=0.376 smiles=CNCO.O.O lumo_ev=0.55
C -0.664 -1.379 -0.890 -0.789
N -0.499 -0.419 0.253 -0.371
C 0.424 -1.138 1.203 -0.422
O -0.281 -2.170 1.811 -0.530
H -0.189 -2.535 -0.738 0.228
H -0.372 -0.891 -1.910 0.260
H -1.718 -1.559 -1.211 0.322
H -1.410 -0.244 0.617 0.262
H 1.349 -1.569 0.556 0.389
H 0.701 -0.514 2.049 0.310
H -0.852 -2.657 1.235 0.327
O -1.512 4.280 -1.234 -0.656
H -2.159 4.097 -2.021 0.331
H -1.185 3.369 -1.080 0.322
O 2.535 0.307 -0.669 -0.594
H 1.734 0.367 -0.268 0.305
H 3.101 0.830 -0.136 0.306

=====

(8)
13
Properties=species:S:1:pos:R:3:mulliken_charge:R:1 method="wB97M-V/def2-TZVPD" total_charge=0 homo_lumo_gap_ha=0.365 lumo_ev=0.62
C -0.055 -0.979 0.713 -0.391
C -1.394 0.717 -0.473 0.287
C 1.469 0.570 -0.215 -0.772
N -1.023 -1.555 -0.170 -0.156
N -1.693 -0.713 -0.725 -0.247
N 0.160 0.416 0.471 -0.312
F -2.128 1.226 0.475 -0.203
H -0.562 -1.143 1.695 0.268
H 0.845 -1.675 0.736 0.354
H -1.260 1.246 -1.436 0.318
H 2.319 0.827 0.494 0.240
H 1.820 -0.392 -0.739 0.278
H 1.502 1.456 -0.827 0.336

=====

(9)
11
Properties=species:S:1:pos:R:3:mulliken_charge:R:1 method="wB97M-V/def2-TZVPD" total_charge=0 homo_lumo_gap_ha=0.304 lumo_ev=-1.35
C 0.092 0.099 -1.050 -0.782
O -2.724 -3.106 -4.385 -0.413
O -1.503 -4.122 -2.466 -0.045
Si -1.001 -5.035 -1.080 0.059
S -1.645 -4.020 -4.079 0.675
Cl 0.111 -2.931 -4.534 -0.212
H 0.084 0.894 -1.822 0.217
H 1.103 0.120 -0.473 0.215
H -0.041 -0.934 -1.434 0.107
H -0.722 0.202 -0.361 0.248
H 0.432 -4.775 -1.238 -0.069

=====

(10)
8
Properties=species:S:1:pos:R:3:mulliken_charge:R:1 method="wB97M-V/def2-TZVPD" total_charge=0 homo_lumo_gap_ha=0.290 lumo_ev=-1.63
N 1.910 0.540 0.247 0.065
N 0.730 0.933 0.684 -0.124
O 1.977 -0.635 -0.156 -0.400
O -1.600 -1.119 0.459 -0.427
O -1.792 -0.528 -1.774 -0.364
S -1.727 -1.644 -0.867 0.747
H 0.570 2.001 0.815 0.289
H -0.069 0.452 0.592 0.213

=====

(11)
76
Properties=species:S:1:pos:R:3:mulliken_charge:R:1 method="wB97M-V/def2-TZVPD" total_charge=0 homo_lumo_gap_ha=0.239 lumo_ev=-0.32
La 0.853 1.691 -0.050 1.718
Br 1.119 5.073 6.291 -0.179
C 1.572 4.032 4.785 0.180
C 2.801 3.399 4.709 0.191
Br 4.055 3.556 6.111 -0.184
C 3.112 2.628 3.581 -0.145
Br 4.756 1.712 3.427 -0.163
C 2.224 2.485 2.523 0.325
O 2.534 1.735 1.463 -0.481
C 0.950 3.137 2.602 0.288
O 0.054 2.996 1.623 -0.278
C 0.658 3.891 3.732 -0.192
Br -1.045 4.702 3.787 -0.157
O -0.099 -0.171 1.456 -0.585
P -0.021 -1.660 1.292 1.546
C -1.071 -2.153 -0.124 -1.378
P -1.330 -0.810 -1.323 0.604
O -0.027 -0.128 -1.652 -0.602
C -2.024 -1.584 -2.780 0.437
C -3.149 -2.404 -2.715 -0.298
C -3.657 -2.973 -3.870 -0.705
C -3.044 -2.720 -5.092 -0.453
C -1.927 -1.901 -5.158 -0.688
C -1.411 -1.331 -4.003 -0.444
C -2.482 0.379 -0.619 1.156
C -2.341 1.739 -0.905 -0.941
C -3.216 2.660 -0.346 -1.007
C -4.241 2.233 0.483 -0.500
C -4.396 0.882 0.758 -0.820
C -3.521 -0.042 0.212 -0.349
C 1.644 -2.269 0.991 0.644
C 2.042 -3.492 1.528 -0.423
C 3.312 -3.995 1.283 -0.816
C 4.200 -3.278 0.499 -0.523
C 3.820 -2.053 -0.034 -1.093
C 2.556 -1.550 0.218 0.309
C -0.682 -2.486 2.738 0.155
C -0.648 -1.757 3.925 -0.649
C -1.138 -2.326 5.092 -0.669
C -1.658 -3.612 5.074 -0.475
C -1.697 -4.338 3.890 -0.725
C -1.211 -3.775 2.722 -0.317
H -2.037 -2.488 0.263 0.745
H -0.629 -2.987 -0.675 0.550
H -3.644 -2.596 -1.770 0.268
H -4.531 -3.608 -3.821 0.411
H -3.442 -3.162 -5.995 0.386
H -1.453 -1.701 -6.110 0.418
H -0.538 -0.692 -4.044 0.411
H -1.567 2.132 -1.562 1.099
H -3.068 3.711 -0.553 0.450
H -4.913 2.955 0.927 0.416
H -5.191 0.549 1.412 0.419
H -3.650 -1.088 0.464 0.230
H 1.372 -4.058 2.162 0.376
H 3.605 -4.941 1.717 0.423
H 5.193 -3.665 0.311 0.400
H 4.510 -1.473 -0.631 0.472
H 2.332 -0.596 -0.240 -0.237
H -0.255 -0.748 3.929 0.476
H -1.113 -1.758 6.012 0.433
H -2.039 -4.050 5.987 0.400
H -2.108 -5.338 3.878 0.416
H -1.245 -4.346 1.800 0.435
Cl 3.284 2.025 -1.859 -0.270
C 2.732 2.962 -3.271 0.827
C 3.509 2.794 -4.398 -0.921
C 3.173 3.489 -5.550 -0.334
C 2.069 4.322 -5.533 -0.762
C 1.318 4.458 -4.377 0.393
Cl -0.058 5.524 -4.463 -0.216
C 1.605 3.794 -3.170 -0.238
S 0.649 4.063 -1.735 -0.391
H 4.364 2.133 -4.370 0.428
H 3.766 3.381 -6.448 0.364
H 1.774 4.878 -6.411 0.407

=====

(12)
23
Properties=species:S:1:pos:R:3:mulliken_charge:R:1 method="wB97M-V/def2-TZVPD" total_charge=0 homo_lumo_gap_ha=0.352 smiles="C=CCPC(C)(C)C" lumo_ev=0.88
C -2.915 -2.437 -0.863 -0.834
C -2.583 -1.294 -0.266 -0.186
C -1.238 -1.065 0.474 -0.503
P -0.025 -0.418 -0.899 -0.001
C 1.221 0.738 0.047 1.224
C 0.360 1.728 0.919 -1.629
C 2.113 -0.196 0.968 -1.444
C 1.995 1.416 -1.060 -1.608
H -3.875 -2.424 -1.259 0.301
H -2.265 -3.201 -1.126 0.315
H -3.185 -0.339 -0.146 0.270
H -0.807 -1.921 0.969 0.406
H -1.327 -0.233 1.189 0.153
H -0.896 0.584 -1.324 0.003
H -0.320 1.227 1.568 0.501
H 1.040 2.426 1.431 0.414
H -0.440 2.316 0.290 0.298
H 3.073 0.188 0.874 0.502
H 1.989 -1.216 0.461 0.314
H 1.540 -0.256 1.977 0.311
H 2.558 0.461 -1.575 0.349
H 1.367 1.732 -1.896 0.410
H 2.617 2.184 -0.751 0.435

=====

ΔE to the lowest compared entry with this formula, charge and spin values, unit kcal/mol, following the record order: 18.68, 103.65, 7.51, 0.00, 107.73, 130.36, 52.10, 70.57, 58.92, 15.26, 7.02, 25.14.